[1]
Formula: C5H10O
Source: OMol25
Level of theory: wB97M-V/def2-TZVPD

Geometry as XYZ:
```
16
Properties=species:S:1:pos:R:3:lowdin_charge:R:1
O 1.104 1.105 -1.312 -0.10
C -2.086 0.234 1.140 0.04
C 0.570 -1.872 0.297 -0.15
C 0.864 -0.469 0.767 -0.17
C -1.108 0.563 0.500 -0.12
C 0.035 1.778 -1.592 -0.13
H -2.910 -0.112 1.713 0.02
H -0.822 1.276 -0.383 0.02
H 0.589 -0.267 1.793 0.07
H -0.001 2.845 -1.356 0.10
H 0.950 0.437 -0.399 0.05
H 1.929 -0.218 0.678 0.08
H -0.625 1.418 -2.384 0.10
H -0.482 -2.124 0.426 0.06
H 1.165 -2.593 0.869 0.07
H 0.827 -2.001 -0.757 0.07
```

For the HOMO energy (spin up / spin down), the calculation gives -8.0628 / -8.0638 eV. The charge is 0.



[2]
Formula: C19H18Cl33F3NO3
Source: OMol25
Level of theory: wB97M-V/def2-TZVPD

Geometry as XYZ:
```
77
Properties=species:S:1:pos:R:3:lowdin_charge:R:1
Cl 6.479 7.554 -2.038 0.55
Cl -0.861 3.500 3.840 0.55
Cl -6.707 -0.723 2.352 0.48
Cl 6.833 -0.410 -2.887 0.64
Cl -8.723 0.176 5.927 0.51
Cl -1.762 -0.536 4.880 0.58
Cl 8.209 -2.877 -3.596 0.56
Cl 5.838 4.741 -2.437 0.53
Cl 0.330 3.976 -4.126 0.52
Cl 0.394 1.844 1.799 0.71
Cl 2.010 6.000 -2.876 0.61
Cl -7.251 -3.188 0.899 0.53
Cl -5.904 -5.538 7.627 0.53
Cl -3.081 -11.118 4.790 0.52
Cl -2.373 -8.428 3.925 0.49
Cl 5.047 6.080 0.026 0.55
Cl -11.107 1.721 5.285 0.53
Cl -3.753 -1.898 3.247 0.49
Cl 3.230 3.777 -4.309 0.49
Cl 2.267 0.795 -4.971 0.52
Cl -1.670 3.738 -7.835 0.51
Cl -3.046 6.206 -7.126 0.53
Cl -0.149 6.031 -6.881 0.53
Cl 1.626 -2.018 -5.370 0.56
Cl 9.730 -0.584 -2.642 0.56
Cl -7.937 -2.980 3.722 0.52
Cl 0.836 -0.679 -2.907 0.69
Cl -4.691 -9.764 2.775 0.51
Cl -5.114 -6.877 5.165 0.50
Cl -9.852 0.065 3.244 0.55
Cl -3.675 1.013 3.323 0.53
Cl 1.524 1.955 4.481 0.55
Cl -4.473 -4.064 5.563 0.49
F 3.774 -3.859 1.165 0.04
F 5.042 -1.894 0.691 0.05
F 5.702 -3.988 -0.246 0.06
O 0.887 4.394 -0.525 -0.03
O 2.378 4.486 1.356 -0.01
O 3.579 -2.945 -1.031 -0.01
N 3.531 -0.482 -1.510 -0.07
C -7.804 -2.104 2.187 -1.56
C 2.372 2.325 -0.396 0.00
C 3.862 2.203 -1.118 0.06
C -3.417 -0.475 4.249 -1.49
C 1.849 3.786 0.175 -0.34
C 8.312 -1.109 -3.567 -1.46
C -5.650 -5.349 5.884 -1.53
C 0.032 2.002 3.526 -1.48
C 4.417 0.740 -1.665 0.04
C 1.090 -0.490 -4.650 -1.45
C 4.530 -3.140 0.074 -0.25
C 1.847 4.883 -4.242 -1.49
C 5.302 6.269 -1.717 -1.52
C 2.125 -0.462 -0.877 -0.11
C -10.214 0.223 4.972 -1.51
C -3.059 -9.985 3.428 -1.53
C -1.566 5.507 -7.806 -1.52
C 4.003 -1.882 -1.956 -0.14
C 1.492 0.939 -0.304 -0.08
H 5.149 -1.897 -2.228 0.09
H 8.421 -0.753 -4.595 0.03
H 4.351 6.551 -2.176 -0.06
H 5.497 0.651 -2.148 -0.04
H 1.453 -1.443 -0.779 0.13
H 3.428 -2.071 -2.985 0.14
H -6.601 -5.067 5.426 -0.02
H 4.580 3.126 -1.272 0.02
H 0.139 -0.209 -5.109 0.03
H -0.595 1.158 3.825 -0.10
H -2.427 -10.404 2.641 0.02
H 2.903 3.843 1.942 0.13
H 1.829 5.468 -5.165 -0.03
H -1.458 5.862 -8.834 0.02
H 0.437 0.930 0.203 -0.01
H -10.842 -0.620 5.271 0.02
H -4.108 -0.479 5.095 0.03
H -8.794 -1.727 1.919 -0.05
```

For the HOMO energy, the calculation gives -12.1544 eV. The charge is +1.



[3]
Formula: C16H20N3
Source: OMol25
Level of theory: wB97M-V/def2-TZVPD

Geometry as XYZ:
```
39
Properties=species:S:1:pos:R:3:lowdin_charge:R:1
N -0.028 -1.655 1.413 0.00
N -1.134 3.176 4.914 -0.16
N 0.098 3.321 4.170 -0.16
C -2.518 1.096 1.434 0.01
C -1.237 -0.990 1.445 -0.11
C -0.095 -3.113 1.377 0.00
C -0.017 1.116 1.534 0.09
C 3.621 -1.054 1.378 -0.02
C -2.435 -1.715 1.395 0.00
C 1.192 -1.011 1.439 -0.09
C 2.470 1.082 1.406 0.01
C -0.836 3.149 6.337 -0.13
C -1.251 0.445 1.479 -0.12
C -3.694 0.356 1.393 -0.04
C 1.208 0.428 1.466 -0.11
C -3.655 -1.051 1.385 -0.01
C 3.651 0.352 1.375 -0.04
C 0.167 4.715 3.750 -0.13
C 2.403 -1.723 1.393 0.01
H 0.028 2.712 3.353 0.04
H 2.422 -2.811 1.380 0.11
H -0.231 2.262 6.578 0.07
H 4.538 -1.641 1.375 0.13
H -0.010 2.209 1.514 0.13
H -2.413 -2.804 1.370 0.11
H 1.139 4.918 3.298 0.07
H 2.482 2.174 1.351 0.13
H -1.528 2.280 4.636 0.09
H 0.025 5.335 4.642 0.08
H -1.790 3.087 6.867 0.08
H -0.306 4.059 6.638 0.08
H -2.538 2.188 1.391 0.13
H -0.615 -3.502 2.259 0.12
H -0.618 -3.472 0.485 0.12
H -0.625 4.927 3.015 0.07
H -4.660 0.858 1.366 0.12
H -4.570 -1.640 1.376 0.13
H 0.892 -3.559 1.367 0.08
H 4.613 0.860 1.349 0.12
```

For the HOMO energy, the calculation gives -10.5495 eV. The charge is +1.



[4]
Formula: C2H6N2O4Tl
Source: OMol25
Level of theory: wB97M-V/def2-TZVPD

Geometry as XYZ:
```
15
Properties=species:S:1:pos:R:3:lowdin_charge:R:1
Tl 0.037 0.977 1.625 1.16
O -2.253 1.679 -2.492 0.48
O -2.143 1.461 -0.319 0.06
O 2.779 -2.541 -0.496 0.13
O 1.994 -1.170 0.969 -0.16
N -2.741 1.719 -1.346 -0.25
N 2.884 -1.929 0.555 -0.41
C 4.060 -2.157 1.397 0.06
C -4.172 2.060 -1.216 0.15
H 4.851 -1.479 1.074 0.12
H 4.400 -3.192 1.356 0.12
H -4.641 1.177 -0.782 0.15
H -4.661 2.285 -2.163 0.14
H 3.898 -1.834 2.426 0.11
H -4.291 2.943 -0.588 0.15
```

For the HOMO energy (spin up / spin down), the calculation gives -16.8384 / -16.8298 eV. Its multiplicity is 2. The charge is +2.



[5]
Formula: C34H39BO4S
Source: OMol25
Level of theory: wB97M-V/def2-TZVPD

Geometry as XYZ:
```
79
Properties=species:S:1:pos:R:3:lowdin_charge:R:1
S -1.020 -4.823 4.592 1.03
O 5.509 1.103 0.509 -0.10
O -4.256 -1.071 4.535 0.10
O -3.160 0.827 3.845 0.09
O -5.176 -1.478 0.208 -0.08
C 0.751 -1.241 2.265 -0.07
C -3.940 -2.769 1.756 0.02
C 1.191 -4.675 2.568 -0.07
C -2.504 0.935 6.170 0.00
C 3.699 -3.529 3.000 -0.07
C 6.119 2.172 1.240 -0.07
C 3.677 -0.375 0.123 -0.01
C -1.926 -1.960 2.907 -0.08
C -1.506 -4.313 6.150 -0.63
C -4.139 2.542 5.145 -0.01
C -2.127 -0.733 2.076 -0.05
C 0.525 -3.201 5.950 -0.15
C -2.810 -4.671 6.722 -0.13
C -0.517 -3.534 6.788 -0.17
C 1.385 -3.868 3.680 -0.22
C -0.730 -2.192 3.939 -0.20
C 0.160 -3.353 4.493 -0.51
C 2.481 -0.915 0.531 -0.04
C -3.668 1.104 5.192 -0.44
C 4.380 0.520 0.981 -0.26
C -4.808 0.009 5.375 -0.45
C 2.677 0.240 2.679 -0.03
C 2.186 -4.771 1.590 -0.08
C 3.436 -4.184 1.793 -0.11
C 0.374 -1.319 3.555 -0.09
C -6.149 0.430 4.795 -0.02
C 2.687 -3.451 3.977 -0.03
C -2.994 -2.874 2.743 -0.05
C -5.034 -0.521 6.771 -0.01
C 3.872 0.805 2.278 -0.02
C -4.009 -1.657 0.895 -0.31
C -2.981 -0.747 0.949 -0.01
C -5.444 -0.194 -0.412 -0.05
C 1.973 -0.617 1.822 -0.23
B -3.715 -0.378 3.413 -0.31
H 1.492 -2.829 6.307 0.09
H 1.930 -1.610 -0.111 0.12
H -6.085 0.842 3.787 0.09
H -1.652 1.555 5.850 0.10
H 4.112 -0.624 -0.842 0.11
H -3.569 -4.028 6.280 0.07
H -1.163 -1.914 4.950 0.14
H 6.936 2.477 0.595 0.09
H -2.763 -4.497 7.787 0.07
H -3.294 3.187 4.871 0.10
H -5.775 -1.333 6.716 0.10
H -6.638 1.161 5.435 0.10
H 0.220 -5.124 2.368 0.08
H -5.454 0.279 7.401 0.10
H -6.466 -0.264 -0.769 0.09
H -2.824 1.273 7.159 0.09
H 5.407 2.974 1.385 0.09
H -4.928 2.659 4.387 0.09
H 4.409 1.440 2.976 0.10
H -6.791 -0.449 4.742 0.10
H 4.199 -4.197 1.008 0.10
H -4.117 -0.913 7.245 0.09
H -5.351 0.641 0.305 0.10
H -2.161 -0.105 6.234 0.09
H 6.495 1.817 2.196 0.09
H -1.387 0.051 2.036 0.13
H -4.532 2.873 6.118 0.10
H -3.050 -5.707 6.507 0.07
H 0.945 -0.884 4.366 0.12
H 2.909 -2.906 4.900 0.10
H 2.238 0.455 3.662 0.11
H -4.750 -0.031 -1.253 0.09
H 1.965 -5.263 0.637 0.10
H 4.660 -3.024 3.170 0.11
H 0.160 -1.758 1.487 0.14
H -4.671 -3.585 1.656 0.14
H -2.926 0.026 0.182 0.13
H -2.954 -3.771 3.369 0.08
H -0.633 -3.266 7.839 0.11
```

For the HOMO energy, the calculation gives -4.3972 eV. The charge is 0.



[6]
Formula: C3H6N4S
Source: OMol25
Level of theory: wB97M-V/def2-TZVPD

Geometry as XYZ:
```
14
Properties=species:S:1:pos:R:3:lowdin_charge:R:1
S 2.743 -1.002 -0.020 0.73
N -0.046 -1.244 -0.233 0.04
N -2.350 -0.718 -0.170 0.07
N 1.874 1.753 -0.260 0.08
N 1.166 -0.414 -0.448 -0.47
C 0.874 0.936 -0.258 -0.56
C -0.489 1.038 0.172 0.01
C -1.016 -0.242 -0.107 -0.40
H -0.263 -1.802 -1.126 0.17
H 2.521 -1.421 1.371 -0.08
H -2.388 -1.429 0.608 0.11
H 1.521 2.681 -0.274 0.02
H -3.174 -0.006 -0.114 0.14
H -0.971 1.871 0.858 0.15
```

For the HOMO energy, the calculation gives -8.2248 eV. The charge is 0.



[7]
Formula: C2H16O5S
Source: OMol25
Level of theory: wB97M-V/def2-TZVPD

Geometry as XYZ:
```
24
Properties=species:S:1:pos:R:3:lowdin_charge:R:1
S -2.085 -0.484 -2.550 0.71
O -1.036 1.548 1.779 -0.06
O 1.864 -1.705 1.220 -0.06
O -0.022 2.540 -1.413 -0.06
O -0.846 -1.995 1.610 -0.07
O 1.946 1.727 1.602 -0.05
C 0.614 -0.862 -1.767 -0.15
C -0.845 -1.033 -1.331 -0.61
H 0.301 1.673 -1.169 -0.03
H 1.984 -1.133 0.476 -0.02
H 1.001 -1.873 1.630 0.01
H 1.334 -1.458 -1.246 0.05
H -1.588 2.212 1.365 0.03
H -0.956 -0.591 -0.320 0.05
H 2.402 2.318 1.007 0.04
H -0.961 2.376 -1.596 0.03
H 0.879 0.147 -1.357 0.05
H -0.614 1.947 2.561 0.05
H -0.896 -2.138 -1.194 0.07
H 2.027 0.804 1.348 0.00
H -1.065 -1.946 2.556 0.07
H -1.204 -1.086 1.474 0.04
H -3.193 -0.144 -1.909 -0.17
H 0.960 -0.846 -2.775 0.07
```

For the HOMO energy, the calculation gives -9.3490 eV. The charge is 0.



[8]
Formula: C37H41Cl6N5O10Si4TeZr
Source: OMol25
Level of theory: wB97M-V/def2-TZVPD

Geometry as XYZ:
```
105
Properties=species:S:1:pos:R:3:lowdin_charge:R:1
Te -1.055 -0.811 -3.425 0.99
Zr -0.173 0.168 -0.633 1.64
Cl -0.775 -4.241 -2.547 0.69
Cl -2.215 -4.156 2.789 0.64
Cl 1.877 -1.415 1.198 0.86
Cl -0.935 -2.496 4.786 0.70
Cl -3.596 -1.848 3.882 0.66
Cl 3.090 -6.600 0.349 0.67
Si -2.283 3.357 -4.492 0.42
Si -0.701 1.593 -3.974 0.48
Si 1.472 1.860 -4.934 0.39
Si -1.693 -1.550 -5.743 0.23
O -1.170 -0.026 6.843 0.09
O -3.655 6.420 0.914 0.10
O -0.463 1.799 -1.899 -0.47
O -3.793 0.519 -2.100 0.06
O -2.850 1.338 6.423 0.11
O -5.162 4.879 0.901 0.09
O -2.212 0.043 -0.562 -0.24
O 0.708 5.539 -0.363 0.09
O 1.329 3.740 -1.305 0.11
O -0.126 -1.836 -0.872 -0.46
N -4.049 5.301 0.664 -0.34
N 0.505 1.482 0.881 -0.15
N -1.023 -1.024 1.532 0.18
N 1.876 0.299 -1.272 -0.14
N 0.501 4.443 -0.834 -0.33
C -3.095 4.374 0.009 -0.11
C -1.459 -1.680 2.354 -0.30
C 4.612 0.854 -1.629 -0.09
C -1.560 -0.107 -6.910 -0.22
C -2.629 2.296 -1.014 -0.08
C 2.392 -4.007 0.651 -0.12
C 0.819 1.152 3.298 -0.03
C 1.625 -2.900 0.349 -0.53
C 3.932 -0.128 -2.447 -0.11
C 1.187 -5.248 -1.013 -0.13
C -1.341 1.675 2.417 -0.04
C 2.059 0.169 -5.491 -0.22
C 0.023 1.469 2.191 -0.32
C -3.472 -2.100 -5.652 -0.21
C -1.298 2.687 -1.237 -0.26
C -2.119 3.553 -6.346 -0.22
C -1.766 5.011 -3.817 -0.17
C 0.612 -2.911 -0.626 -0.43
C 2.552 1.187 -0.395 -0.37
C -1.680 0.745 6.082 -0.51
C -0.583 -2.915 -6.343 -0.22
C -0.882 3.928 -0.740 -0.07
C -2.967 0.840 -1.285 -0.62
C 2.705 2.796 -3.922 -0.19
C 2.156 -5.182 -0.032 -0.67
C -1.784 4.763 -0.120 0.08
C 1.242 2.789 -6.550 -0.23
C -4.063 2.972 -4.118 -0.19
C 0.251 0.934 4.541 -0.02
C 1.892 1.731 0.653 -0.20
C -1.899 1.498 3.667 -0.04
C 0.436 -4.124 -1.305 -0.56
C -3.534 3.145 -0.417 0.08
C -2.028 -2.516 3.421 -1.60
C -1.115 1.088 4.743 -0.18
C 3.950 1.479 -0.644 -0.05
C 2.620 -0.343 -2.241 -0.20
H 1.882 1.006 3.157 0.10
H -3.571 -3.178 -5.813 0.03
H -4.184 2.047 -3.552 0.00
H -1.812 -0.442 -7.923 0.05
H 0.405 -2.887 -5.875 0.03
H 2.079 -1.066 -2.835 0.08
H -4.517 3.783 -3.536 0.04
H -3.899 -1.859 -4.675 0.02
H 3.714 2.551 -4.268 0.05
H -2.974 1.621 3.775 0.12
H 2.548 3.874 -4.039 0.04
H -2.264 0.685 -6.626 0.01
H 0.441 2.367 -7.167 0.01
H 1.015 -6.170 -1.552 0.11
H -2.547 5.732 -4.080 0.05
H 4.434 2.209 -0.004 0.12
H 4.460 -0.690 -3.206 0.10
H -1.970 1.952 1.583 0.10
H -1.024 -3.896 -6.136 0.03
H -3.080 2.017 5.779 0.10
H 1.035 3.854 -6.400 0.03
H -2.450 2.670 -6.902 0.02
H -4.069 -1.585 -6.413 0.04
H 2.175 2.714 -7.123 0.05
H -1.639 5.045 -2.742 0.00
H -1.447 5.717 0.254 0.14
H -2.742 4.400 -6.661 0.05
H -4.618 2.874 -5.057 0.04
H 3.165 -3.951 1.408 0.11
H 5.655 1.084 -1.818 0.10
H 0.865 0.623 5.378 0.13
H 1.517 -0.652 -5.015 -0.03
H 2.437 2.365 1.341 0.12
H -1.092 3.769 -6.644 0.00
H -0.828 5.344 -4.276 0.05
H -0.457 -2.820 -7.428 0.04
H -0.545 0.315 -6.932 0.01
H 3.122 0.040 -5.266 0.03
H -4.565 2.850 -0.266 0.15
H 1.921 0.081 -6.575 0.04
H 2.646 2.566 -2.859 0.00
```

For the HOMO energy, the calculation gives -6.1635 eV. The charge is 0.



[9]
Formula: C30H30BCoF3N2O2SSb
Source: OMol25
Level of theory: wB97M-V/def2-TZVPD

Geometry as XYZ:
```
71
Properties=species:S:1:pos:R:3:lowdin_charge:R:1
Sb -0.468 -0.427 -1.183 1.58
Co -0.228 0.334 1.365 0.38
S -1.318 2.530 1.180 0.93
F 3.482 -5.026 -2.547 0.09
F 0.672 3.666 -5.704 0.07
F -6.110 -2.866 -1.490 0.08
O 2.627 0.555 2.552 0.07
O 2.659 0.317 0.287 0.09
N -2.461 -0.227 1.891 -0.10
N -0.278 0.682 3.531 -0.15
C 3.982 0.475 0.736 -0.17
C -3.912 -2.840 -0.695 -0.02
C -0.132 2.115 3.725 -0.25
C -4.581 -1.358 -2.479 0.02
C -2.682 0.004 3.351 -0.16
C -3.307 -0.798 -2.502 -0.10
C -2.648 -2.318 -0.720 -0.18
C 1.029 -2.415 -3.006 -0.11
C 1.914 -3.448 -3.298 0.02
C 5.179 0.493 0.052 0.04
C 6.312 0.706 0.879 -0.09
C 3.938 0.589 2.120 -0.23
C 5.020 0.780 2.920 0.01
C -3.085 2.125 1.150 -0.39
C -1.381 -0.068 4.196 -0.14
C -2.327 -1.343 -1.663 -0.38
C -0.058 0.959 -2.729 -0.37
C 1.620 -2.625 -0.709 -0.13
C 0.144 1.471 -5.071 0.00
C 2.422 -3.724 -0.961 -0.01
C 0.600 3.193 -3.445 0.02
C -0.176 0.579 -4.059 -0.12
C 0.880 -1.977 -1.706 -0.35
C -3.334 0.631 1.062 -0.27
C -1.147 2.960 2.932 -0.41
C 0.480 2.743 -4.739 -0.29
C 6.243 0.836 2.224 -0.09
C 0.334 2.250 -2.422 -0.11
C -4.863 -2.362 -1.546 -0.26
C 2.601 -4.071 -2.257 -0.30
B 1.825 0.365 1.369 -0.57
H 4.943 0.746 4.018 0.13
H -0.190 2.460 4.775 0.13
H 5.264 0.381 -1.005 0.11
H -2.105 2.938 3.445 0.07
H -3.053 -0.015 -3.219 0.11
H 1.552 -2.333 0.378 0.10
H -3.207 0.324 0.071 0.05
H 0.301 1.247 -6.124 0.14
H 2.932 -4.233 -0.117 0.14
H -0.435 -0.463 -4.299 0.09
H 0.631 0.226 3.769 0.12
H 7.268 0.770 0.396 0.10
H -5.330 -0.986 -3.137 0.12
H -4.414 0.435 1.322 0.15
H 0.427 -2.091 -3.794 0.07
H -1.568 0.306 5.214 0.13
H 0.610 2.617 -1.391 0.11
H -0.824 4.008 3.016 0.09
H -3.322 -0.764 3.736 0.12
H 7.195 0.931 2.821 0.13
H -2.668 -1.218 1.702 0.11
H 0.931 2.402 3.392 0.14
H -3.187 0.982 3.453 0.11
H -4.124 -3.584 0.063 0.13
H -1.129 -1.106 4.308 0.12
H 2.070 -3.872 -4.302 0.13
H -1.902 -2.879 -0.156 0.11
H -3.550 2.530 2.026 0.07
H -3.509 2.598 0.323 0.07
H 0.931 4.178 -3.276 0.11
```

For the HOMO energy (spin up / spin down), the calculation gives -10.1118 / -10.9349 eV. Its multiplicity is 4. The charge is +1.



[10]
Formula: C3H3NO3P
Source: OMol25
Level of theory: wB97M-V/def2-TZVPD

Geometry as XYZ:
```
11
Properties=species:S:1:pos:R:3:lowdin_charge:R:1
P 1.097 0.502 0.830 0.66
O 0.963 2.976 -0.509 0.06
O 2.559 0.643 1.092 -0.57
O 0.078 2.856 1.627 0.05
N -0.499 -0.760 -1.085 -0.17
C 0.613 2.700 0.600 -0.69
C -1.174 -1.900 -0.662 -0.25
C 0.571 -0.337 -0.563 -0.32
H -0.422 -2.511 -0.158 0.05
H -1.998 -1.665 0.217 0.12
H -1.787 -2.502 -1.389 0.06
```

For the HOMO energy, the calculation gives -2.8239 eV. The charge is -1.



Number 1: total energy -271.48186 a.u.. Number 2: total energy -16500.47134 a.u.. Number 3: total energy -785.67683 a.u.. Number 4: total energy -661.80441 a.u.. Number 5: total energy -2042.73173 a.u.. Number 6: total energy -735.02302 a.u.. Number 7: total energy -860.12341 a.u.. Number 8: total energy -6694.98659 a.u.. Number 9: total energy -3766.62262 a.u.. Number 10: total energy -737.93026 a.u..